[1]
The following is a quantum chemistry calculation of a structure of composition C24H43BF4P2Pt, from OMol25.

The geometry in XYZ format:
```
75
Properties=species:S:1:pos:R:3:forces:R:3:lowdin_charge:R:1
Pt 1.09031 -1.64485 1.58729 -0.1 -0.2 -0.9 0.68
C -1.12236 3.40762 2.06398 -0.8 -0.2 0.6 -0.13
C -1.59354 2.11537 2.39715 0.5 -1.0 0.1 -0.12
C 0.68859 2.19456 2.89383 -0.6 -0.5 0.6 -0.11
C 0.23398 3.44849 2.43901 1.2 1.9 -0.2 -0.11
C -0.49609 1.43050 3.00677 -0.5 0.3 -0.5 -0.18
C -1.99076 4.55247 1.77135 0.1 -0.5 -0.1 0.04
H -2.94984 4.17545 1.40089 0.2 0.5 -0.1 0.10
H -1.44479 5.17719 1.07180 -0.3 0.6 -0.4 0.09
H -2.17957 5.13033 2.68966 0.1 0.0 -0.2 0.13
C 0.96237 4.73079 2.57652 0.6 -0.4 0.6 0.03
H 1.13387 5.18614 1.60659 -0.1 0.3 -0.2 0.09
H 1.91332 4.57681 3.08704 0.1 0.0 -0.3 0.09
H 0.42953 5.42174 3.23746 -0.3 0.0 -0.4 0.12
C 2.00773 1.87440 3.51459 0.5 0.7 0.0 0.00
H 2.01929 2.29116 4.54341 0.0 -0.2 -0.4 0.13
H 2.82873 2.39985 2.98988 -0.4 -0.4 0.2 0.11
H 2.26121 0.80576 3.60348 -0.3 0.3 -0.2 0.07
C -0.69322 0.29925 3.89293 0.0 -0.8 1.1 -0.03
H -1.36399 0.58297 4.73601 0.5 -0.1 -0.3 0.13
H 0.25470 -0.05593 4.31783 -0.3 -0.1 0.0 0.09
H -1.22633 -0.51152 3.41641 -0.1 -0.5 -0.2 0.06
C -2.98545 1.59310 2.39622 0.1 0.5 -0.1 0.01
H -3.36891 1.80222 3.39615 -0.4 -0.1 0.1 0.12
H -3.04407 0.51124 2.24597 0.0 0.3 0.1 0.06
H -3.63278 2.10729 1.67580 0.2 -0.1 0.3 0.09
C -0.15108 1.50743 -1.08230 0.2 1.1 -1.4 -0.05
C -1.41766 1.96795 -0.92630 -0.1 -0.1 0.1 -0.07
C -2.72147 1.23056 -1.00478 -1.2 0.2 -1.2 -0.15
C -2.89743 -0.29865 -0.58786 -1.1 1.0 0.3 -0.13
C -1.95798 -0.78839 0.47742 2.3 -1.2 -0.5 -0.06
C -0.60144 -1.03564 0.27999 -1.6 0.0 -1.2 -0.27
C 0.01490 -0.97455 -1.13754 0.4 -0.5 1.0 -0.33
C 0.26204 0.32122 -1.97915 -0.2 -1.1 0.8 -0.13
H -3.12933 1.42962 -2.03332 0.5 -0.8 0.3 0.15
H -2.96390 -0.96654 -1.50142 0.5 0.5 1.1 0.14
H -3.53399 1.80253 -0.49887 1.0 -0.3 0.3 0.11
H -0.35251 0.14417 -2.93140 0.8 1.0 1.2 0.14
H 0.64579 2.21759 -0.76780 -0.5 -0.5 -0.7 0.11
H -1.60514 3.06275 -0.86226 0.7 -0.6 0.7 0.12
H 1.37444 0.28078 -2.23646 -1.6 0.7 0.3 0.13
H 0.95808 -1.51325 -0.93167 -0.2 0.7 -0.8 -0.04
H -0.36432 -2.13001 0.70179 -0.6 0.2 0.4 0.04
H -0.60843 -1.69518 -1.71323 -0.2 0.2 -0.1 0.05
H -3.90906 -0.31446 -0.09351 0.8 -0.3 -0.8 0.13
H -2.36393 -1.16821 1.41346 -0.1 0.2 -0.1 0.11
P 0.67832 -2.83455 -3.15488 0.8 -1.9 -3.0 1.02
P 1.85968 -3.60773 -0.17274 0.8 -3.1 0.3 0.86
C 1.40145 -4.51272 -2.94641 -0.6 -0.1 0.6 -0.37
C 2.38032 -4.56342 -1.77177 0.6 0.4 -0.9 -0.37
H 1.85512 -4.83453 -3.90526 -0.1 0.4 0.4 0.12
H 0.54381 -5.19704 -2.81403 0.3 0.2 0.2 0.09
H 2.55398 -5.63697 -1.53984 -0.3 0.8 0.6 0.10
H 3.37593 -4.22108 -2.09914 -0.4 0.3 0.1 0.09
C 3.32559 -4.21369 0.73940 0.0 0.4 0.1 -0.28
H 3.09303 -4.03570 1.79382 0.5 -0.2 0.0 0.04
H 4.18031 -3.60831 0.40785 -0.1 -0.2 0.4 0.06
H 3.54662 -5.27622 0.55302 -0.2 0.4 0.1 0.07
C 0.62301 -4.91858 0.26912 -0.5 0.4 0.3 -0.26
H 0.88334 -5.94163 -0.05248 0.2 0.6 0.0 0.07
H -0.34620 -4.66677 -0.18689 0.1 -0.1 0.3 0.04
H 0.52257 -4.93043 1.36118 -0.2 0.0 -0.2 0.05
C 1.96609 -1.98344 -4.12305 0.2 1.1 0.7 -0.20
H 1.63303 -0.94802 -4.28091 0.3 -0.2 -0.1 0.05
H 2.15430 -2.44780 -5.10198 -0.4 -0.2 0.4 0.08
H 2.90703 -1.96976 -3.55581 -0.2 0.1 -0.1 0.06
C -0.59178 -3.17301 -4.42271 -0.9 0.5 0.4 -0.21
H -1.14423 -4.09433 -4.18943 0.1 0.3 0.0 0.06
H -0.17538 -3.25853 -5.43478 0.2 0.1 0.4 0.08
H -1.29227 -2.32607 -4.42311 0.0 -0.3 -0.2 0.06
F 1.14892 4.30169 -0.59387 -0.5 0.0 0.1 0.06
B 0.34256 5.30099 -1.21903 0.0 1.5 -1.3 -1.12
F 1.12916 6.02552 -2.16585 -0.8 -0.8 1.3 0.09
F -0.76499 4.71110 -1.91398 0.6 -0.1 0.7 0.06
F -0.19883 6.17892 -0.19922 0.6 -0.9 -0.5 0.05
```
Positions in Å, forces in eV/Å.

Output
* frontier orbital gap (alpha / beta): 5.98 / 3.91 eV
* <S²>: 6.020
* total charge: +2
* spin multiplicity: 5
* M: 675.44 g mol⁻¹
* energy above the lowest of the compared OMol25 structures with the same formula, charge and spin: 106.7 kJ/mol
* HOMO level (alpha / beta): -0.51508 / -0.50276 hartree
* E: -58936.45526 eV


[2]
The following is a quantum chemistry calculation of a cluster of 4 separate species, C16H20B2Cl2F9N2O7 in total, from OMol25.

The geometry in XYZ format:
```
58
Properties=species:S:1:pos:R:3:forces:R:3:lowdin_charge:R:1
O 2.75258 -4.24515 1.00953 0.2 -4.0 -0.8 0.18
C 2.73897 -3.11666 1.23308 0.2 3.0 0.9 -0.36
O 2.21341 -2.20904 0.39030 -0.6 0.7 -0.5 -0.04
C 1.17310 -1.42739 0.94143 -0.1 -0.2 0.1 -0.17
C 1.00034 -0.12381 0.14166 -0.2 -0.2 0.3 -0.10
C -0.44384 0.13464 -0.08278 -1.5 0.3 -0.5 -0.14
C -1.22095 1.08146 0.66891 -1.0 -0.8 -0.8 -0.09
C -0.60510 1.94835 1.74453 -0.4 -0.9 0.1 -0.10
C 0.37729 2.95885 1.24677 -1.9 -1.1 -1.0 -0.89
O 1.25761 3.39067 1.85958 2.5 1.2 1.7 0.10
Cl -0.01723 3.44140 -0.33836 0.0 0.8 -1.5 0.87
C -2.58955 1.13676 0.36304 0.4 0.1 0.3 -0.09
F -3.39871 1.98987 1.05348 1.0 -0.9 -0.7 0.10
C -3.19905 0.31111 -0.62620 1.7 -0.3 0.1 -0.16
C -4.66055 0.29883 -0.89005 -0.3 -0.6 0.1 -0.10
C -5.34743 -0.98231 -0.36316 0.3 0.0 0.3 -0.14
C -6.41100 -0.76453 0.70890 -0.3 -0.1 0.2 -0.26
O -7.75468 -0.98209 0.28961 0.1 0.1 -0.2 -0.07
N -2.41468 -0.52874 -1.32033 0.2 0.4 0.9 0.17
N -1.10587 -0.59275 -1.03705 -0.8 1.2 1.1 -0.40
Cl -0.22978 -1.71724 -1.94618 -0.2 0.1 -0.1 0.99
H 3.18230 -2.66298 2.11943 0.0 0.0 0.4 0.12
H 1.35834 -1.20550 1.99527 0.0 0.0 0.0 0.13
H 0.25630 -2.01789 0.89514 -0.1 -0.1 0.0 0.12
H 1.55663 -0.17843 -0.79590 0.0 0.0 -0.1 0.11
H 1.41397 0.68726 0.72223 -0.2 0.1 -0.1 0.07
H -0.10799 1.34100 2.49807 0.0 0.0 0.1 0.14
H -1.38033 2.52952 2.23763 -0.2 0.0 0.1 0.14
H -5.11313 1.17626 -0.44699 0.0 0.2 0.0 0.12
H -4.76735 0.34513 -1.97033 -0.1 0.2 0.3 0.10
H -4.58645 -1.63798 0.05690 0.1 -0.2 0.0 0.11
H -5.77934 -1.53139 -1.19482 -0.1 0.0 -0.1 0.12
H -6.39400 0.26172 1.06505 0.0 0.1 0.1 0.11
H -6.20516 -1.42074 1.55634 0.0 0.0 0.2 0.11
H -7.79321 -1.84406 -0.13482 -0.1 0.0 0.0 0.08
B -2.91983 1.80651 -3.65875 0.2 0.5 -0.4 -1.24
F -2.30069 2.20934 -2.43636 0.0 -0.1 0.3 0.06
F -3.96893 0.90935 -3.33996 0.1 0.1 -0.8 0.06
F -3.44857 2.93968 -4.28539 0.0 -0.2 0.1 0.10
F -1.97924 1.16775 -4.45869 -0.1 0.0 0.1 0.12
C 5.86941 0.61229 0.27630 0.2 -0.1 0.3 -0.01
C 4.67711 -0.02006 0.93513 0.1 0.0 -0.3 -0.30
C 3.71486 0.94087 1.59006 0.2 0.1 0.0 -0.08
O 3.14672 0.13291 2.63786 0.0 0.3 0.0 0.04
C 4.07056 -0.80418 2.97405 0.1 0.1 0.3 -0.61
O 3.97312 -1.50710 3.93628 0.0 0.1 -0.1 0.14
O 5.06519 -0.83202 2.08263 0.0 0.0 0.0 0.10
H 6.52288 -0.15083 -0.14286 -0.1 0.0 -0.1 0.09
H 5.53493 1.26084 -0.53197 0.0 0.0 0.0 0.10
H 6.44577 1.19104 1.00198 0.0 0.1 0.0 0.09
H 4.16199 -0.66792 0.22473 0.0 0.0 0.1 0.13
H 2.94192 1.29376 0.91716 0.3 0.1 0.1 0.11
H 4.21866 1.79569 2.04643 0.0 0.0 0.0 0.14
B 3.31437 -1.24414 -2.70869 0.0 -0.1 0.1 -1.25
F 4.39930 -1.11619 -3.56533 0.0 0.0 -0.1 0.12
F 2.08492 -1.13578 -3.38734 0.2 -0.1 -0.1 0.04
F 3.36230 -2.45856 -2.00850 0.1 0.1 -0.2 0.10
F 3.35779 -0.16740 -1.74869 0.0 0.1 0.1 0.05
```
Positions in Å, forces in eV/Å.

Output
* frontier orbital gap: 9.08 eV
* total charge: -1
* spin multiplicity: 1
* M: 615.86 g mol⁻¹
* HOMO level: -0.31684 hartree
* E: -85096.35938 eV


[3]
The following is a quantum chemistry calculation of a structure of composition C7H8, from OMol25.

The geometry in XYZ format:
```
15
Properties=species:S:1:pos:R:3:forces:R:3:lowdin_charge:R:1
C 0.77869 0.10189 -1.41559 -0.2 -0.1 0.1 -0.05
C 0.42973 -0.20787 0.01818 1.9 0.1 0.5 -0.30
C -0.67611 -1.14195 0.39991 0.3 0.4 -0.3 -0.17
C -1.55498 0.05284 0.33676 -2.2 -0.4 -1.9 -0.25
C -2.51141 0.28486 -0.68809 2.0 0.9 2.7 0.11
C 1.37539 0.23186 1.00821 -1.0 -0.4 -0.8 -0.11
C 2.21244 0.57753 1.80590 0.3 0.2 0.4 0.13
H 1.77579 -0.29518 -1.65705 -0.2 0.0 0.1 0.09
H 0.03149 -0.33732 -2.08170 0.1 0.1 0.0 0.08
H 0.81536 1.18196 -1.60020 0.0 -0.2 0.1 0.09
H -1.45678 0.77287 1.15117 -0.3 -0.1 0.0 0.11
H -0.88377 -1.87348 -0.38473 -0.1 0.1 0.2 0.12
H -0.54417 -1.60200 1.37714 0.0 0.1 -0.1 0.12
H -2.73542 1.36857 -0.80116 -0.2 -0.6 -0.5 0.01
H 2.94375 0.88541 2.53126 -0.3 -0.1 -0.3 0.03
```
Positions in Å, forces in eV/Å.

Output
* frontier orbital gap (alpha / beta): 6.42 / 8.58 eV
* spin multiplicity: 1
* M: 92.14 g mol⁻¹
* energy above the lowest of the compared OMol25 structures with the same formula, charge and spin: 697.0 kJ/mol
* HOMO level (alpha / beta): -0.26728 / -0.34155 hartree
* E: -7381.52328 eV